DFT (wB97M-V/def2-TZVPD) results for one molecule with the formula C27H26ClN3O4.

```
61
Properties=species:S:1:pos:R:3:forces:R:3
C -0.90960 -3.58075 1.19385 -0.18 0.36 -0.23
C -1.48989 -2.92051 -0.04180 0.10 -0.47 -0.21
H -2.37076 -3.45824 -0.41318 0.15 0.08 0.00
H -0.75314 -2.87832 -0.85173 -0.11 0.00 0.05
O -1.87217 -1.58870 0.29857 -0.21 0.04 0.29
C -2.35117 -0.83004 -0.69369 -0.17 -0.18 -0.30
O -2.53375 -1.23676 -1.81547 0.09 -0.03 0.04
C -2.59238 0.56260 -0.25239 -0.25 0.49 0.17
C -3.82036 1.09706 -0.17861 0.67 -0.49 -0.02
N -3.95008 2.42841 0.22696 -0.07 0.16 0.03
C -2.91221 2.94773 0.99359 0.12 -0.08 -0.24
N -1.73011 2.49217 0.98979 0.12 0.14 0.32
C -1.38730 1.45262 0.04863 -0.27 -0.05 -0.24
C -0.22748 0.63180 0.55353 0.33 0.13 0.01
C -0.00448 0.44988 1.90567 0.01 0.10 -0.16
C 1.03891 -0.35166 2.32296 0.14 -0.17 -0.20
C 1.85980 -1.01512 1.41729 -0.17 0.10 0.00
C 1.61599 -0.85910 0.04137 0.15 -0.21 -0.01
C 0.59227 -0.01410 -0.36155 0.00 0.09 0.04
H 0.39535 0.12570 -1.41350 0.02 0.00 -0.16
O 2.39044 -1.57136 -0.84216 -0.29 -0.02 0.54
C 2.28892 -1.27529 -2.21258 -0.01 0.05 -0.25
H 1.30398 -1.53611 -2.61378 0.03 0.03 0.02
H 2.49738 -0.21949 -2.41059 -0.02 -0.02 0.01
H 3.04685 -1.88784 -2.69897 -0.05 0.06 -0.03
O 2.82941 -1.79534 1.99428 -0.26 0.08 -0.01
C 3.97195 -2.18242 1.26218 0.47 -0.34 -0.12
C 4.69764 -1.04504 0.58992 -0.01 0.03 0.11
C 4.60703 0.25021 1.08152 0.04 -0.15 0.01
C 5.25198 1.29549 0.44416 0.10 0.05 -0.10
C 6.00558 1.03816 -0.68774 -0.11 -0.13 0.12
C 6.12263 -0.25074 -1.18392 0.06 0.05 -0.02
C 5.46473 -1.28360 -0.54381 -0.05 0.08 0.17
H 5.54241 -2.28788 -0.93314 -0.02 -0.13 -0.09
H 6.71616 -0.43829 -2.06508 0.06 0.01 -0.08
Cl 6.81269 2.33928 -1.49475 0.10 0.16 -0.11
H 5.16899 2.30173 0.82373 0.02 0.10 0.01
H 4.02199 0.44951 1.96645 -0.07 0.01 0.07
H 3.71757 -2.94768 0.51937 0.09 0.13 0.14
H 4.62318 -2.63850 2.01879 -0.11 0.04 -0.15
H 1.24193 -0.49690 3.37285 0.05 -0.02 0.12
H -0.63753 0.94980 2.62002 -0.06 0.06 0.09
H -1.08170 1.93334 -0.89841 0.02 -0.13 0.10
N -3.22817 4.05539 1.74124 -0.31 0.29 0.10
H -2.48581 4.33998 2.36003 -0.01 -0.04 -0.02
H -4.15208 4.09900 2.14158 0.07 -0.02 0.04
H -4.88751 2.75999 0.40416 0.13 -0.07 0.03
C -5.06423 0.36704 -0.45963 -0.28 -0.01 -0.08
C -5.25547 -0.92821 0.01271 -0.01 0.11 0.01
C -6.42552 -1.60764 -0.27099 -0.02 -0.06 0.00
C -7.41906 -1.00295 -1.02309 -0.05 -0.02 -0.03
C -7.23984 0.28862 -1.48882 -0.11 0.02 -0.03
C -6.07195 0.97267 -1.20640 0.10 -0.01 0.05
H -5.92500 1.97174 -1.59180 0.01 0.09 -0.06
H -8.01050 0.76342 -2.07821 -0.05 0.03 -0.05
H -8.33086 -1.53698 -1.24542 -0.07 -0.04 -0.02
H -6.56502 -2.61274 0.09902 0.00 -0.07 0.04
H -4.49118 -1.39130 0.61812 0.07 -0.06 0.07
H -0.04728 -3.01872 1.54233 0.11 0.00 0.06
H -0.60632 -4.59662 0.95707 0.04 -0.11 -0.01
H -1.65054 -3.60556 1.98830 -0.06 -0.06 0.12
```
Positions in Å, forces in eV/Å.

M (g/mol): 491.975
Frontier orbital gap (Eh): 0.31500
DFT total energy (Ha): -1969.90591
ΔE to the lowest compared entry with this formula, charge and spin (kcal/mol): 5.1
Maximum force (hartree/bohr): 0.0161